No. 1
{
  "formula": "C31H54Br14F5OSSi",
  "method": "ωB97M-V with the def2-TZVPD basis set",
  "symbols": ["C", "C", "O", "C", "S", "C", "C", "C", "F", "F", "F", "C", "F", "F", "C", "C", "Si", "C", "C", "C", "C", "C", "C", "C", "C", "H", "H", "H", "H", "H", "H", "H", "H", "H", "H", "H", "H", "H", "H", "H", "H", "H", "H", "H", "H", "H", "H", "H", "H", "H", "H", "Br", "C", "C", "Br", "H", "H", "H", "H", "Br", "C", "C", "Br", "H", "H", "H", "H", "Br", "C", "C", "Br", "H", "H", "H", "H", "Br", "C", "C", "Br", "H", "H", "H", "H", "Br", "C", "C", "Br", "H", "H", "H", "H", "Br", "C", "C", "Br", "H", "H", "H", "H", "Br", "C", "C", "Br", "H", "H", "H", "H"],
  "coordinates": [[8.563, -2.582, 0.545], [8.201, -0.953, 0.588], [6.734, -0.865, 0.511], [6.287, 0.278, -0.303], [4.796, -0.327, -1.330], [4.922, 0.637, -2.931], [4.600, -0.289, -4.252], [5.176, -1.839, -4.141], [4.245, -2.771, -3.444], [5.273, -2.352, -5.558], [6.573, -1.897, -3.605], [3.254, 0.090, -0.345], [3.457, 1.325, 0.501], [3.098, -1.027, 0.661], [1.895, 0.298, -1.268], [1.420, -1.187, -1.768], [-0.354, -1.711, -1.250], [-1.523, -1.299, -2.774], [-0.358, -3.637, -1.097], [-1.096, -0.776, 0.253], [-0.283, -0.043, 1.471], [-1.035, 0.753, 2.734], [-2.690, 0.781, 2.762], [-3.572, 0.027, 1.560], [-2.762, -0.735, 0.353], [7.653, -3.248, 0.882], [8.839, -2.850, -0.576], [9.490, -2.827, 1.217], [8.614, -0.528, 1.599], [8.775, -0.461, -0.305], [6.019, 1.168, 0.411], [7.073, 0.665, -1.081], [4.208, 1.581, -2.938], [6.021, 1.074, -3.067], [5.191, 0.214, -5.157], [3.436, -0.324, -4.513], [2.236, 0.911, -2.234], [1.065, 0.947, -0.759], [2.176, -2.062, -1.490], [1.427, -1.154, -2.962], [-1.845, -0.162, -2.600], [-2.509, -1.933, -2.632], [-0.987, -1.471, -3.800], [-0.517, -4.058, -2.203], [-1.225, -4.078, -0.447], [0.697, -4.082, -0.761], [0.886, -0.024, 1.464], [-0.367, 1.283, 3.553], [-3.215, 1.376, 3.644], [-4.759, 0.068, 1.589], [-3.409, -1.283, -0.487], [-5.612, 2.797, 0.357], [-6.020, 4.089, 1.760], [-5.604, 3.572, 3.117], [-6.868, 2.244, 3.784], [-7.087, 4.313, 1.689], [-5.447, 4.983, 1.497], [-5.621, 4.376, 3.858], [-4.617, 3.102, 3.120], [-11.374, 4.451, 6.040], [-9.852, 3.265, 6.326], [-8.873, 3.858, 7.311], [-7.799, 5.261, 6.482], [-9.414, 3.066, 5.344], [-10.283, 2.340, 6.721], [-8.151, 3.105, 7.639], [-9.353, 4.301, 8.188], [4.894, -3.238, 1.273], [5.675, -4.892, 1.951], [5.062, -6.100, 1.283], [3.289, -6.482, 2.002], [5.547, -4.884, 3.037], [6.741, -4.820, 1.715], [5.652, -6.997, 1.493], [4.951, -5.989, 0.201], [-14.549, 2.787, 3.789], [-14.985, 4.571, 4.445], [-16.086, 5.201, 3.625], [-15.410, 5.848, 1.913], [-14.057, 5.148, 4.443], [-15.312, 4.421, 5.478], [-16.481, 6.089, 4.128], [-16.910, 4.518, 3.405], [-5.352, 1.454, -5.696], [-5.808, 2.657, -4.230], [-4.571, 3.295, -3.641], [-3.608, 2.043, -2.496], [-6.383, 2.075, -3.506], [-6.456, 3.416, -4.677], [-4.841, 4.128, -2.986], [-3.862, 3.647, -4.396], [9.210, 2.940, -0.970], [10.954, 2.546, -1.750], [10.844, 1.500, -2.834], [10.628, -0.284, -2.075], [11.613, 2.253, -0.928], [11.300, 3.497, -2.166], [11.768, 1.450, -3.417], [10.001, 1.663, -3.512], [3.246, -8.303, -1.662], [4.152, -6.923, -2.699], [3.283, -5.697, -2.856], [1.893, -5.983, -4.194], [4.440, -7.376, -3.652], [5.054, -6.685, -2.128], [3.870, -4.854, -3.232], [2.780, -5.400, -1.931]],
  "mulliken_charge": [-0.21, 0.42, -0.09, -0.45, 0.34, -0.79, -0.57, 0.63, -0.13, -0.28, -0.21, 0.72, -0.33, -0.26, -0.66, -0.02, 0.13, -0.62, -0.82, 0.59, -0.03, -0.52, -0.39, -0.41, -0.36, -0.48, 0.22, 0.37, 0.26, -0.47, 0.35, 0.11, 0.45, 0.42, 0.39, 0.24, 0.14, 0.55, 0.10, 0.12, -0.18, 0.22, 0.35, 0.26, 0.32, 0.12, 0.04, 0.29, 0.33, 0.42, 0.14, -0.07, -0.66, -0.37, -0.09, 0.39, 0.36, 0.35, 0.12, -0.11, -0.42, -0.56, -0.15, 0.14, 0.36, 0.33, 0.39, 0.06, -0.61, -0.43, -0.11, 0.47, 0.23, 0.42, 0.06, -0.12, -0.57, -0.54, -0.14, 0.28, 0.35, 0.34, 0.38, -0.14, -0.53, -0.60, -0.08, 0.33, 0.36, 0.30, 0.39, -0.14, -0.54, -0.58, -0.12, 0.36, 0.37, 0.36, 0.34, -0.13, -0.69, -0.01, -0.15, 0.48, 0.34, -0.04, 0.23],
  "charge": 1,
  "homo_lumo_gap_ev": 6.860,
  "homo_energy_ev": -10.305,
  "energy_ev": -1047945.8843
}

---

No. 2
{
  "formula": "C4H12NO",
  "method": "ωB97M-V with the def2-TZVPD basis set",
  "symbols": ["C", "O", "N", "C", "C", "C", "H", "H", "H", "H", "H", "H", "H", "H", "H", "H", "H", "H"],
  "coordinates": [[1.174, 1.402, 1.405], [-0.271, 0.788, 0.939], [-0.382, -0.155, -0.106], [-1.235, -1.291, 0.249], [-0.934, 0.629, -1.120], [1.015, -0.853, -0.558], [0.785, 2.149, 2.209], [1.706, 1.723, 0.473], [1.788, 0.634, 1.833], [-0.687, -2.187, 0.559], [-1.950, -0.946, 0.944], [-1.583, -1.613, -0.722], [-0.336, 1.517, -1.266], [-1.043, 0.042, -2.072], [-1.889, 1.074, -0.705], [1.497, -1.139, 0.327], [0.742, -1.641, -1.240], [1.602, -0.133, -1.149]],
  "mulliken_charge": [-0.49, -0.35, 0.13, -0.71, -0.80, -1.00, 0.25, 0.31, 0.30, 0.34, 0.32, 0.36, 0.34, 0.42, 0.36, 0.42, 0.43, 0.39],
  "charge": 1,
  "homo_lumo_gap_ev": 12.821,
  "de_lowest_kj_mol": 408.0,
  "homo_energy_ev": -15.679,
  "energy_ev": -7870.0625,
  "smiles": "CO[N+](C)(C)C"
}

---

No. 3
{
  "formula": "C33H40F10N7OSSiTi",
  "method": "ωB97M-V with the def2-TZVPD basis set",
  "symbols": ["Ti", "C", "N", "C", "C", "N", "C", "C", "F", "C", "F", "C", "F", "C", "F", "C", "F", "C", "C", "N", "C", "C", "F", "C", "F", "C", "F", "C", "F", "C", "F", "H", "H", "H", "H", "H", "H", "H", "H", "H", "H", "H", "C", "Si", "C", "C", "C", "H", "H", "H", "H", "H", "H", "H", "H", "H", "H", "H", "C", "C", "C", "C", "N", "C", "N", "N", "N", "H", "H", "H", "H", "H", "H", "H", "H", "H", "H", "C", "S", "O", "C", "C", "C", "C", "C", "C", "H", "H", "H", "H", "H", "H", "H", "H"],
  "coordinates": [[0.026, -0.208, 1.117], [-2.678, -1.390, 2.795], [-1.321, -0.902, 2.941], [-0.512, -1.972, 3.505], [1.032, -1.723, 3.493], [1.395, -1.068, 2.282], [2.750, -1.133, 2.052], [3.579, 0.020, 2.078], [3.084, 1.240, 2.195], [4.930, -0.039, 2.104], [5.740, 1.034, 2.198], [5.540, -1.244, 2.226], [6.848, -1.303, 2.444], [4.787, -2.385, 2.065], [5.414, -3.616, 2.116], [3.385, -2.401, 1.982], [2.737, -3.621, 1.887], [-1.269, 0.302, 3.781], [-1.396, 1.606, 2.990], [-0.490, 1.639, 1.870], [-0.035, 2.925, 1.545], [-0.072, 3.578, 0.294], [-0.749, 2.981, -0.741], [0.443, 4.882, 0.081], [0.272, 5.370, -1.125], [0.996, 5.585, 1.113], [1.390, 6.863, 0.953], [1.216, 4.874, 2.269], [1.992, 5.391, 3.223], [0.722, 3.632, 2.485], [1.034, 2.919, 3.573], [-3.042, -2.026, 3.652], [-2.596, -2.036, 1.925], [-3.350, -0.646, 2.515], [-0.793, -2.844, 2.809], [-0.893, -2.174, 4.514], [1.421, -2.753, 3.591], [1.425, -1.118, 4.327], [-0.380, 0.230, 4.329], [-2.121, 0.315, 4.500], [-1.271, 2.314, 3.720], [-2.517, 1.782, 2.770], [3.589, -1.601, -1.457], [2.407, -0.191, -2.026], [3.420, 1.331, -2.498], [1.562, -0.934, -3.540], [1.206, 0.314, -0.689], [4.250, -1.839, -2.252], [2.903, -2.486, -1.181], [4.097, -1.354, -0.554], [4.192, 1.019, -3.184], [3.952, 1.719, -1.589], [2.839, 2.139, -2.962], [2.205, -1.449, -4.279], [1.009, -0.210, -4.125], [0.908, -1.759, -3.273], [0.505, 1.009, -1.323], [1.863, 1.099, -0.177], [-4.613, 4.332, -1.412], [-4.185, 3.576, -2.649], [-2.672, 3.768, -2.891], [-4.413, 1.993, -2.568], [-3.821, 1.342, -1.413], [-2.558, 0.879, -1.349], [-2.426, 0.337, -0.118], [-3.645, 0.303, 0.442], [-4.476, 0.936, -0.325], [-4.788, 5.348, -1.750], [-3.843, 4.218, -0.600], [-5.583, 4.083, -0.975], [-4.738, 3.832, -3.566], [-2.189, 3.825, -1.901], [-2.488, 4.772, -3.303], [-2.220, 2.919, -3.468], [-3.994, 1.502, -3.440], [-5.458, 1.786, -2.510], [-1.823, 0.940, -2.117], [-2.811, -2.831, -1.026], [-1.068, -2.236, -1.110], [-0.681, -2.106, 0.346], [-0.278, -3.693, -1.711], [0.482, -4.514, -0.767], [1.208, -5.553, -1.272], [1.157, -5.873, -2.617], [0.294, -5.141, -3.473], [-0.344, -3.998, -3.036], [-2.815, -3.881, -0.649], [-3.274, -2.787, -2.015], [-3.278, -2.223, -0.251], [0.425, -4.182, 0.278], [1.935, -6.132, -0.721], [1.857, -6.543, -3.057], [0.314, -5.309, -4.612], [-0.771, -3.378, -3.731]],
  "lowdin_spin": [0.95, 0.00, 0.00, 0.00, 0.00, 0.01, 0.01, 0.00, 0.00, 0.00, 0.00, 0.00, 0.00, 0.00, 0.00, 0.00, 0.00, 0.00, 0.00, -0.01, 0.00, 0.00, 0.00, 0.00, 0.00, 0.00, 0.00, 0.00, 0.00, 0.00, 0.00, 0.00, 0.00, 0.00, 0.00, 0.00, 0.00, 0.00, 0.00, 0.00, 0.00, 0.00, 0.00, 0.00, 0.00, 0.00, 0.01, 0.00, 0.00, 0.00, 0.00, 0.00, 0.00, 0.00, 0.00, 0.00, 0.01, 0.00, 0.00, 0.00, 0.00, 0.00, 0.00, 0.00, 0.01, 0.00, 0.00, 0.00, 0.00, 0.00, 0.00, 0.00, 0.00, 0.00, 0.00, 0.00, 0.00, 0.00, 0.00, 0.00, 0.00, 0.00, 0.00, 0.00, 0.00, 0.00, 0.00, 0.00, 0.00, 0.00, 0.00, 0.00, 0.00, 0.00],
  "homo_lumo_gap_ev": [7.073, 7.485],
  "de_lowest_kj_mol": 46.7,
  "multiplicity": 2,
  "homo_energy_ev": [-7.212, -7.625],
  "energy_ev": -116346.9488
}

---

No. 4
{
  "formula": "C11H15NS",
  "method": "ωB97M-V with the def2-TZVPD basis set",
  "symbols": ["C", "N", "C", "C", "C", "C", "C", "C", "C", "C", "C", "C", "S", "H", "H", "H", "H", "H", "H", "H", "H", "H", "H", "H", "H", "H", "H", "H"],
  "coordinates": [[1.183, 2.956, -0.260], [0.851, 1.644, -0.062], [-0.285, 1.183, 0.035], [-1.666, 2.005, 0.046], [-2.762, 1.013, 0.280], [-2.172, -0.261, -0.231], [-0.663, -0.202, 0.015], [0.210, -1.260, 0.077], [-0.384, -2.604, -0.057], [1.700, -1.125, 0.137], [2.532, -2.453, 0.111], [2.480, -0.092, 0.105], [3.732, 0.810, 0.172], [2.296, 2.877, -0.102], [0.877, 3.449, -1.264], [0.680, 3.564, 0.489], [-1.711, 2.808, 0.796], [-1.802, 2.401, -0.917], [-3.764, 1.128, -0.094], [-2.752, 0.919, 1.393], [-2.559, -0.374, -1.167], [-2.500, -1.105, 0.411], [-1.199, -2.781, 0.638], [-0.773, -2.832, -1.095], [0.401, -3.310, 0.211], [3.545, -2.353, 0.599], [1.891, -3.244, 0.593], [2.612, -2.762, -0.858]],
  "mulliken_charge": [-0.83, -0.36, 0.71, -0.87, -0.78, -0.85, 0.05, 0.52, -1.57, 1.38, -1.71, -0.02, -0.50, 0.16, 0.25, 0.35, 0.43, 0.36, 0.41, 0.23, 0.30, 0.30, 0.36, 0.27, 0.24, 0.39, 0.35, 0.43],
  "homo_lumo_gap_ev": 7.752,
  "de_lowest_kj_mol": 376.8,
  "homo_energy_ev": -7.342,
  "energy_ev": -23972.0503,
  "smiles": "C/N=C1\\CCC\\C1=C(/C)C(C)=C=S"
}

---

No. 5
{
  "formula": "C36H32BrF6GaN2O4SSb",
  "method": "ωB97M-V with the def2-TZVPD basis set",
  "symbols": ["Ga", "O", "C", "C", "C", "C", "C", "C", "C", "C", "N", "H", "H", "H", "H", "H", "H", "H", "H", "H", "H", "H", "Br", "C", "C", "C", "C", "C", "N", "C", "O", "O", "H", "H", "H", "C", "C", "O", "C", "F", "F", "F", "C", "F", "F", "F", "H", "H", "H", "S", "Sb", "C", "C", "C", "C", "C", "C", "C", "C", "C", "C", "C", "C", "C", "C", "C", "C", "C", "C", "H", "H", "H", "H", "H", "H", "H", "H", "H", "H", "H", "H", "H", "H", "H"],
  "coordinates": [[-0.265, -0.261, -0.240], [-0.862, 1.748, 0.515], [-1.790, 2.638, -0.098], [-3.236, 2.274, 0.220], [-3.526, 0.782, -0.001], [-3.196, 0.322, -1.380], [-4.145, 0.395, -2.396], [-3.835, -0.044, -3.668], [-2.557, -0.532, -3.900], [-1.666, -0.565, -2.850], [-1.974, -0.157, -1.617], [-1.047, 1.736, 1.464], [-1.599, 2.572, -1.172], [-1.571, 3.657, 0.243], [-3.888, 2.883, -0.407], [-3.455, 2.503, 1.265], [-4.580, 0.605, 0.205], [-2.930, 0.190, 0.688], [-5.123, 0.791, -2.172], [-4.568, -0.008, -4.460], [-2.264, -0.891, -4.873], [-0.654, -0.919, -3.002], [-2.207, -3.293, -1.237], [-0.331, -3.423, -1.100], [0.267, -4.657, -1.316], [1.635, -4.775, -1.129], [2.337, -3.671, -0.671], [1.647, -2.487, -0.459], [0.349, -2.347, -0.728], [2.353, -1.302, 0.179], [3.543, -1.379, 0.386], [1.612, -0.292, 0.481], [-0.338, -5.500, -1.609], [2.133, -5.715, -1.308], [3.393, -3.697, -0.457], [-0.540, -2.983, 2.428], [-1.068, -1.549, 2.407], [-1.197, -0.995, 1.161], [-0.163, -0.663, 3.280], [-0.453, 0.638, 3.075], [-0.282, -0.882, 4.587], [1.128, -0.801, 2.982], [-2.488, -1.505, 3.019], [-2.918, -0.238, 3.132], [-3.352, -2.128, 2.215], [-2.581, -2.070, 4.221], [0.480, -2.993, 2.046], [-1.174, -3.605, 1.801], [-0.550, -3.373, 3.443], [0.856, 0.959, -1.957], [2.485, 2.119, -0.680], [1.572, 3.355, 0.825], [1.183, 4.639, 0.483], [0.556, 5.438, 1.425], [0.293, 4.941, 2.691], [0.693, 3.658, 3.031], [1.348, 2.863, 2.102], [4.314, 1.329, 0.143], [4.555, 1.527, 1.491], [5.688, 0.974, 2.061], [6.560, 0.230, 1.289], [6.322, 0.060, -0.065], [5.194, 0.612, -0.649], [3.039, 3.416, -2.282], [4.371, 3.735, -2.484], [4.727, 4.547, -3.548], [3.755, 5.043, -4.398], [2.422, 4.728, -4.190], [2.062, 3.909, -3.133], [1.380, 5.019, -0.513], [0.271, 6.448, 1.167], [-0.217, 5.556, 3.415], [0.499, 3.273, 4.021], [1.655, 1.859, 2.365], [3.870, 2.103, 2.099], [5.875, 1.111, 3.116], [7.425, -0.228, 1.745], [7.002, -0.526, -0.664], [4.991, 0.463, -1.704], [5.126, 3.346, -1.814], [5.767, 4.784, -3.715], [4.036, 5.674, -5.228], [1.664, 5.113, -4.856], [1.023, 3.641, -2.979]],
  "mulliken_charge": [1.14, 0.04, -0.71, -1.01, 0.68, 0.39, -0.93, -0.61, -1.22, -0.20, 0.61, -0.04, 0.37, 0.34, 0.57, 0.42, 0.87, -1.45, 0.59, 0.45, 0.51, 0.61, -0.02, 0.07, -0.65, -0.61, -0.87, 0.71, 0.39, -0.41, -0.67, -0.46, 0.50, 0.47, 0.60, -1.96, 0.67, 1.33, 0.41, -0.33, -0.32, -0.29, 0.39, -0.22, -0.26, -0.28, 0.33, 0.38, 0.55, -0.59, 1.58, 0.99, -0.67, -0.69, -0.74, -0.85, -0.52, 0.50, -0.48, -0.78, -0.56, -0.69, -0.37, 0.62, -0.57, -0.63, -0.52, -0.76, -0.43, 0.42, 0.42, 0.43, 0.51, 0.32, 0.48, 0.44, 0.42, 0.42, 0.48, 0.39, 0.42, 0.39, 0.43, 0.35],
  "charge": 1,
  "homo_lumo_gap_ev": 8.949,
  "de_lowest_kj_mol": 14.7,
  "homo_energy_ev": -11.559,
  "energy_ev": -205116.5586
}